1.
The following is a quantum chemistry calculation of an isolated ion of composition C6H11O2 and charge -2, from the Open Molecules 2025 dataset.

Summary:
Lowest unoccupied orbital energy (alpha / beta)   6.74 / 6.66 eV
HOMO (alpha / beta)   4.07 / -1.39 eV
Total charge   -2
E   -385.60502 a.u.
Spin multiplicity   2
Energy relative to the best compared isomer or geometry (same formula, charge and spin)   0.000 eV

Each line ends with the Mulliken charge.
Cartesian coordinates (Å):
O1 2.54249 0.90345 0.43920  -0.748
O2 0.97162 2.16491 -0.58137  -0.723
C1 -2.19376 -0.37280 1.81036  -2.216
C2 -1.34509 -0.74406 -0.58130  -1.039
C3 1.57268 1.08551 -0.34041  0.459
C4 1.10608 -0.16578 -1.13837  -0.716
C5 -2.25180 -1.21746 0.54094  -2.170
C6 0.13589 -1.10210 -0.41407  -0.488
H1 -1.50901 0.32489 -0.74425  0.351
H2 0.20154 -2.11917 -0.76476  0.658
H3 -1.32612 -0.57891 2.43644  0.264
H4 0.40090 -1.07927 0.64425  0.065
H5 -1.97002 -2.23403 0.83135  -0.054
H6 -1.76475 -1.15064 -1.51949  0.367
H7 -3.03896 -0.64343 2.47080  1.451
H8 -2.24116 0.68784 1.57231  0.371
H9 0.68703 0.15498 -2.09682  0.322
H10 2.04130 -0.70028 -1.35666  0.332
H11 -3.28411 -1.21137 0.17826  1.513

2.
The following is a quantum chemistry calculation of one molecule with the formula C6H11O2 in a non-equilibrium geometry, from the Open Molecules 2025 dataset.

Summary:
Lowest unoccupied orbital energy (alpha / beta)   0.92 / -3.31 eV
HOMO (alpha / beta)   -10.73 / -10.28 eV
E   -385.61657 a.u.
Spin multiplicity   2
Energy relative to the best compared isomer or geometry (same formula, charge and spin)   0.427 eV

Each line ends with the Mulliken charge.
Cartesian coordinates (Å):
O1 1.56416 -1.51728 1.02522  -0.382
O2 0.08010 -1.43267 2.75450  -0.509
C1 -0.68161 -1.18228 0.53918  -0.619
C2 -0.36104 0.27335 -1.50173  -0.698
C3 -0.59728 1.60959 -2.16813  -0.376
C4 -0.60065 0.25489 0.04045  -0.462
C5 0.47580 -1.42707 1.60250  0.572
C6 0.14850 2.76292 -1.50014  -1.238
H1 -1.63503 -1.36280 1.00963  0.369
H2 -0.74698 -1.90999 -0.27619  0.409
H3 0.28314 0.80482 0.37432  0.306
H4 1.21224 2.53315 -1.35884  0.311
H5 -1.48412 0.84265 0.28791  0.377
H6 -1.66121 1.86403 -2.14709  0.265
H7 -0.24067 2.94080 -0.49507  0.306
H8 -1.02115 -0.47548 -1.96337  0.373
H9 0.61983 -0.18951 -1.67581  0.320
H10 0.00370 3.71853 -2.00068  0.364
H11 -0.23912 1.59931 -3.20141  0.311

3.
The following is a quantum chemistry calculation of C6H11O4Zn as an isolated structure in a non-equilibrium geometry, from the Open Molecules 2025 dataset.

Summary:
Lowest unoccupied orbital energy   -4.83 eV
HOMO   -12.38 eV
Total charge   +1
E   -2315.15978 a.u.

Each line ends with the Mulliken charge.
Cartesian coordinates (Å):
Zn1 -0.57253 -0.83260 0.33218  0.195
O1 0.86659 -0.36179 -1.14435  -0.165
O2 0.20846 -2.31868 -2.15296  -0.269
O3 0.14149 0.96719 0.94610  -0.268
O4 -0.99025 -1.10576 2.19510  -0.660
C1 1.29409 1.45094 0.27741  -0.493
C2 1.21730 1.02902 -1.16975  -0.367
C3 0.18562 0.99205 2.37923  -0.441
C4 0.97999 -1.11028 -2.30071  -0.190
C5 -0.45146 -2.56017 -1.08772  0.000
C6 -0.92098 0.08524 2.90609  -0.232
H1 1.35666 2.54587 0.34916  0.368
H2 -1.87697 0.64688 2.87211  0.306
H3 0.56881 -0.56872 -3.16167  0.386
H4 2.00891 -1.44330 -2.48383  0.311
H5 2.18653 1.00229 0.74198  0.352
H6 2.18840 1.17305 -1.66007  0.373
H7 -0.91433 -3.55298 -1.21231  0.412
H8 0.08090 2.02988 2.72791  0.289
H9 0.44173 1.57631 -1.72271  0.378
H10 -0.71322 -0.08971 3.97898  0.336
H11 1.16607 0.59950 2.69630  0.379

4.
The following is a quantum chemistry calculation of a 2-piece molecular cluster, C6H11P overall in a non-equilibrium geometry, from the Open Molecules 2025 dataset.

Summary:
Lowest unoccupied orbital energy (alpha / beta)   -0.85 / 0.07 eV
HOMO (alpha / beta)   -8.64 / -7.92 eV
E   -576.35779 a.u.
Energy relative to the best compared isomer or geometry (same formula, charge and spin)   4.349 eV

Each line ends with the Mulliken charge.
Cartesian coordinates (Å):
P1 -0.98616 0.08820 1.42480  -0.036
C1 1.23508 -2.24652 2.25280  -0.917
C2 -2.00372 0.74393 -1.15931  -1.674
C3 0.92113 2.11406 0.36169  -0.478
C4 0.24814 -0.53126 -1.37173  -1.086
C5 -0.72141 0.25797 -0.47530  1.006
C6 -0.01246 1.23980 0.43589  -0.342
H1 1.48399 2.25591 -0.69761  0.147
H2 0.80801 -3.24430 2.55695  0.269
H3 1.22720 2.75159 1.15496  0.324
H4 -1.72369 0.99427 -2.18729  0.362
H5 -2.61449 -0.06731 -1.36315  0.417
H6 1.85764 -2.08073 1.45006  0.354
H7 1.43909 -1.58853 3.18718  0.281
H8 0.92260 -1.17346 -0.79743  0.204
H9 0.76810 0.15734 -2.06043  0.319
H10 -2.45506 1.48833 -0.63251  0.540
H11 -0.39400 -1.15930 -2.07957  0.311

5.
The following is a quantum chemistry calculation of a 2-piece molecular cluster, C6H11PS overall in a non-equilibrium geometry, from the Open Molecules 2025 dataset.

Summary:
Lowest unoccupied orbital energy (alpha / beta)   -0.41 / 0.50 eV
HOMO (alpha / beta)   -7.22 / -7.16 eV
E   -974.57805 a.u.
Energy relative to the best compared isomer or geometry (same formula, charge and spin)   4.394 eV

Each line ends with the Mulliken charge.
Cartesian coordinates (Å):
S1 -1.09000 1.58351 0.45347  -0.148
P1 0.19587 -0.07111 0.32396  0.235
C1 1.21796 0.10596 -1.28196  -0.624
C2 1.53722 0.53793 1.22194  -0.483
C3 -1.73438 -2.07275 0.96940  -1.184
C4 2.79617 0.67745 0.55338  -0.405
C5 2.61082 0.42172 -0.77782  -0.373
C6 -2.61617 0.97571 -0.47570  -0.682
H1 -1.09660 -2.61673 1.72416  0.346
H2 -1.85850 -2.46403 -0.02308  0.368
H3 1.27201 -0.81023 -1.83379  0.373
H4 3.25096 0.41435 -1.62476  0.389
H5 0.66993 0.88094 -1.96220  0.291
H6 -2.35225 -1.25947 1.31402  0.448
H7 3.78156 0.96343 0.88701  0.419
H8 1.73882 0.38129 2.31116  0.331
H9 -2.44675 1.26720 -1.49114  0.322
H10 -3.40793 1.33226 0.08751  0.318
H11 -2.46874 -0.24742 -0.37554  0.060

6.
The following is a quantum chemistry calculation of a 2-piece molecular cluster, C6H11S overall, from the Open Molecules 2025 dataset.

Summary:
Lowest unoccupied orbital energy   3.91 eV
HOMO   -2.28 eV
Total charge   -1
E   -633.37160 a.u.
Energy relative to the best compared isomer or geometry (same formula, charge and spin)   0.248 eV

Each line ends with the Mulliken charge.
Cartesian coordinates (Å):
S1 1.26888 0.45646 0.66151  -0.664
C1 -1.76244 0.00439 -2.12407  -0.878
C2 3.08557 -1.39150 -0.44717  -1.011
C3 -2.50998 0.96110 1.34303  -0.730
C4 2.14818 -1.13994 0.71670  -0.452
C5 -1.66178 0.59453 -0.93220  -0.024
C6 -2.67031 0.47038 0.11575  0.038
H1 3.65312 -2.32752 -0.33478  0.321
H2 -2.70901 -0.39823 -2.47583  0.241
H3 3.82208 -0.59398 -0.58068  0.267
H4 -3.62038 0.00301 -0.13950  0.233
H5 -1.56894 1.39678 1.65704  0.224
H6 1.43190 -1.96872 0.76420  0.203
H7 2.53829 -1.44722 -1.39299  0.233
H8 2.70578 -1.16744 1.65854  0.227
H9 -3.29404 0.86487 2.08580  0.252
H10 -0.75896 1.13201 -0.65253  0.235
H11 -0.90414 -0.10796 -2.77443  0.287

7.
The following is a quantum chemistry calculation of C6H12 as an isolated structure, from the Open Molecules 2025 dataset.

Summary:
Lowest unoccupied orbital energy   0.95 eV
HOMO   -6.06 eV
E   -235.63487 a.u.
Energy relative to the best compared isomer or geometry (same formula, charge and spin)   4.989 eV

Each line ends with the Mulliken charge.
Cartesian coordinates (Å):
C1 1.57521 -0.23435 -0.15380  -0.279
C2 0.50426 0.64756 1.32725  -1.395
C3 -0.30255 0.16739 0.26323  1.643
C4 0.86221 -0.73410 -1.27673  -0.988
C5 -0.95677 1.20566 -0.61015  -1.705
C6 -1.15523 -1.03858 0.55746  -1.702
H1 -1.44325 0.76660 -1.48457  0.389
H2 2.18744 0.65254 -0.29019  0.300
H3 0.63567 0.04880 2.22008  0.349
H4 -1.63838 -1.43463 -0.33895  0.391
H5 -1.70560 1.70182 0.02323  0.441
H6 0.60187 -1.78130 -1.33162  0.328
H7 -0.58041 -1.83458 1.03977  0.398
H8 -0.24419 1.96832 -0.93713  0.404
H9 2.00958 -0.95443 0.53373  0.299
H10 -1.91761 -0.70091 1.27308  0.443
H11 0.79725 1.68982 1.35703  0.352
H12 0.77050 -0.13561 -2.17172  0.331

8.
The following is a quantum chemistry calculation of a 2-piece molecular cluster, C6H12 overall, from the Open Molecules 2025 dataset.

Summary:
Lowest unoccupied orbital energy   1.13 eV
HOMO   -8.95 eV
Structure (SMILES)   CC1=CCC1.C
E   -235.74823 a.u.
Energy relative to the best compared isomer or geometry (same formula, charge and spin)   1.905 eV

Each line ends with the Mulliken charge.
Cartesian coordinates (Å):
C1 0.62392 -0.16497 0.69882  0.048
C2 -0.56884 0.34018 -2.20001  -0.928
C3 1.98412 0.25375 0.26795  -1.205
C4 -0.55709 0.66679 1.15094  -0.426
C5 -0.02076 -1.33205 0.86030  -0.306
C6 -1.30424 -0.68757 1.33522  -0.420
H1 0.25858 -2.36631 0.68558  0.384
H2 -0.98669 1.33186 0.39275  0.190
H3 -2.17898 -0.81981 0.68803  0.225
H4 1.93601 1.10943 -0.41324  0.272
H5 2.52329 -0.54956 -0.23979  0.284
H6 -0.22661 -0.26005 -1.35118  0.057
H7 -1.65147 0.23116 -2.27362  0.283
H8 2.57648 0.56388 1.13485  0.363
H9 -0.39541 1.24019 2.06864  0.295
H10 -0.10562 -0.04511 -3.10850  0.347
H11 -1.59177 -0.90849 2.36767  0.287
H12 -0.31491 1.39668 -2.06439  0.250

9.
The following is a quantum chemistry calculation of C6H12 as an isolated structure in a non-equilibrium geometry, from the Open Molecules 2025 dataset.

Summary:
Lowest unoccupied orbital energy   1.20 eV
HOMO   -8.67 eV
E   -235.65114 a.u.
Energy relative to the best compared isomer or geometry (same formula, charge and spin)   4.547 eV

Each line ends with the Mulliken charge.
Cartesian coordinates (Å):
C1 -1.60758 -0.63112 0.80805  -1.285
C2 1.11312 -0.33998 0.81574  -0.880
C3 0.86346 0.78675 -1.06766  -0.519
C4 -0.50822 -0.90880 -0.20179  0.006
C5 0.94250 1.12888 0.41347  -0.419
C6 -0.41675 0.03810 -1.38293  -0.614
H1 1.82617 1.75604 0.59971  0.296
H2 2.23106 -0.48407 0.88247  0.319
H3 -1.29866 0.69046 -1.41858  0.334
H4 -0.32818 -0.45096 -2.36508  0.249
H5 1.09030 1.62531 -1.77092  0.358
H6 0.08900 1.60609 0.90244  0.189
H7 -0.47213 -1.96995 -0.47331  0.347
H8 1.41748 -0.37379 -0.69982  0.278
H9 0.73038 -0.78720 1.71028  0.330
H10 -2.61791 -0.87672 0.45065  0.368
H11 -1.42876 -1.23598 1.70067  0.362
H12 -1.62527 0.42694 1.09659  0.282

10.
The following is a quantum chemistry calculation of one molecule with the formula C6H12 in a non-equilibrium geometry, from the Open Molecules 2025 dataset.

Summary:
Lowest unoccupied orbital energy (alpha / beta)   0.79 / 0.93 eV
HOMO (alpha / beta)   -7.18 / -7.35 eV
E   -235.66504 a.u.
Energy relative to the best compared isomer or geometry (same formula, charge and spin)   4.168 eV

Each line ends with the Mulliken charge.
Cartesian coordinates (Å):
C1 -0.01713 -1.20954 -0.95753  -0.307
C2 1.17091 -0.57254 -0.46778  -0.414
C3 -0.47783 1.66071 -0.21180  -0.934
C4 1.60056 -0.45947 0.95606  -1.040
C5 -1.38035 0.55882 0.37443  -0.342
C6 -1.33790 -0.64388 -0.48555  -0.635
H1 2.27823 -1.28486 1.22749  0.338
H2 0.44244 1.83836 0.35332  0.192
H3 2.17503 0.46321 1.12089  0.300
H4 -1.02527 2.60361 -0.25321  0.341
H5 0.77155 -0.47756 1.67692  0.265
H6 -1.12078 0.35936 1.43634  0.236
H7 -0.12345 -2.14859 -0.36277  0.275
H8 1.84853 -0.12914 -1.19709  0.419
H9 -2.15439 -1.35898 -0.37077  0.340
H10 -2.42478 0.90023 0.42498  0.363
H11 0.00648 -1.49712 -2.01563  0.297
H12 -0.23184 1.39737 -1.24830  0.306

11.
The following is a quantum chemistry calculation of a 2-piece molecular cluster, C6H12 overall, from the Open Molecules 2025 dataset.

Summary:
Lowest unoccupied orbital energy (alpha / beta)   -0.72 / -0.71 eV
HOMO (alpha / beta)   -9.35 / -9.44 eV
E   -235.61115 a.u.
Energy relative to the best compared isomer or geometry (same formula, charge and spin)   5.635 eV

Each line ends with the Mulliken charge.
Cartesian coordinates (Å):
C1 -0.15910 0.91869 1.13875  -0.075
C2 -0.97685 0.11151 1.81350  -0.786
C3 -2.35512 -0.48937 -0.93214  -0.359
C4 1.33857 0.13718 -0.74410  -0.277
C5 0.67494 -1.21338 -1.00263  -1.070
C6 1.24652 0.56743 0.73145  -0.653
H1 2.39657 0.08218 -1.03132  0.306
H2 1.90735 1.42823 0.90127  0.302
H3 -1.89197 -0.32745 -1.93400  0.181
H4 1.61738 -0.25028 1.36397  0.320
H5 1.19624 -2.01183 -0.46061  0.317
H6 -1.99623 0.39487 2.06307  0.315
H7 -0.52298 1.89653 0.81437  0.318
H8 -0.37072 -1.23867 -0.65658  0.183
H9 0.88449 0.91057 -1.37986  0.289
H10 -2.41973 0.55083 -0.54699  0.158
H11 0.67577 -1.47083 -2.06741  0.303
H12 -0.65110 -0.87126 2.15058  0.227

12.
The following is a quantum chemistry calculation of a 2-piece molecular cluster, C6H12 overall, from the Open Molecules 2025 dataset.

Summary:
Lowest unoccupied orbital energy   1.16 eV
HOMO   -9.33 eV
Structure (SMILES)   C[C@H]1C=CC1.C
E   -235.73947 a.u.
Energy relative to the best compared isomer or geometry (same formula, charge and spin)   2.143 eV

Each line ends with the Mulliken charge.
Cartesian coordinates (Å):
C1 0.52194 0.81865 2.32599  -0.916
C2 -0.21767 -0.56844 -1.41224  0.385
C3 1.30299 -0.67870 -1.46239  -1.325
C4 -1.49701 -0.09913 0.17989  -0.630
C5 -0.82707 0.76440 -0.86273  -0.591
C6 -0.97568 -1.23684 -0.27332  -0.518
H1 -0.36055 1.28681 2.77659  0.270
H2 -0.08551 1.50566 -0.53247  0.272
H3 -2.20393 0.15985 0.96819  0.417
H4 1.17770 1.65739 2.04807  0.241
H5 1.06857 0.23516 3.06618  0.341
H6 1.71300 -0.00818 -2.22819  0.349
H7 0.25541 0.11905 1.51950  0.053
H8 1.61882 -1.69923 -1.70907  0.349
H9 -1.07766 -2.28012 0.02315  0.390
H10 1.76204 -0.41209 -0.50403  0.259
H11 -1.54455 1.25505 -1.52568  0.274
H12 -0.63083 -0.81931 -2.39744  0.379

13.
The following is a quantum chemistry calculation of one molecule with the formula C6H12, from the Open Molecules 2025 dataset.

Summary:
Lowest unoccupied orbital energy   1.23 eV
HOMO   -9.84 eV
Structure (SMILES)   CC[C@H]1C[C@H]1C
E   -235.77909 a.u.
Energy relative to the best compared isomer or geometry (same formula, charge and spin)   1.065 eV

Each line ends with the Mulliken charge.
Cartesian coordinates (Å):
C1 -1.06640 0.55143 0.81071  -0.575
C2 1.15979 -0.22544 -0.37139  0.261
C3 0.63341 -1.47478 -1.04548  -1.477
C4 0.42277 0.66978 0.58350  -0.063
C5 -1.78728 1.05269 -0.44342  -1.042
C6 1.46391 -0.27494 1.10250  -0.774
H1 1.50341 -2.10835 -1.24476  0.398
H2 -1.34389 1.13624 1.69397  0.312
H3 -1.38726 2.03913 -0.71505  0.303
H4 2.41187 0.11611 1.46510  0.270
H5 -1.60241 0.36745 -1.27960  0.217
H6 0.13999 -1.29303 -2.00765  0.342
H7 1.09781 -1.15083 1.63050  0.249
H8 1.87870 0.30411 -0.98708  0.351
H9 0.75491 1.70697 0.54161  0.344
H10 -1.35398 -0.47892 1.03549  0.252
H11 -2.87396 1.12251 -0.34880  0.357
H12 -0.05139 -2.06010 -0.42015  0.272